ORCA calculation (the ωB97M-V functional and the def2-TZVPD basis) on C3H3FO in the gas phase at a distorted geometry.

```
! RIJCOSX wB97M-V def2-TZVPD def2/J DEFGRID3
* xyz 0 1
C 0.00 -0.30 1.29
C -0.40 0.27 0.13
F -1.12 1.38 0.15
C 0.21 -0.04 -1.34
O 0.42 0.76 -2.24
H -0.40 0.09 2.25
H 0.63 -1.15 1.23
H 0.67 -1.02 -1.47
*
```

As for the energy above the lowest of the compared OMol25 structures with the same formula, charge and spin: 0.489 eV. The strongest force on any atom is 0.0527 Eh/bohr. As for the LUMO energy: 0.0 eV. The highest occupied orbital energy comes out at -10.4375 eV. The structure (SMILES) is C=C(F)C=O.

These are the Mulliken partial charges, in e, on atoms 1 to 5:
1. C -0.738
2. C 0.593
3. F -0.222
4. C -0.047
5. O -0.425

---

ORCA calculation (the ωB97M-V functional and the def2-TZVPD basis) on C3H3FO2 in the gas phase at a distorted geometry.

```
! RIJCOSX wB97M-V def2-TZVPD def2/J DEFGRID3
* xyz 0 1
C 0.07 -0.86 0.03
C 1.33 -0.71 0.09
C -0.89 0.38 -0.02
O 0.94 1.79 0.19
O -0.19 1.54 -0.50
F 2.43 -1.33 -0.03
H -0.68 -1.59 -0.02
H -1.60 0.30 -0.71
H -1.42 0.47 0.97
*
```

As for the energy above the lowest of the compared OMol25 structures with the same formula, charge and spin: 7.619 eV. The strongest force on any atom is 0.0963 Eh/bohr. As for the LUMO energy (spin up / spin down): -0.2 / -0.7 eV. The highest occupied orbital energy (spin up / spin down) comes out at -10.1578 / -8.9728 eV.

These are the Mulliken partial charges, in e, on atoms 1 to 5:
1. C -0.254
2. C 0.158
3. C -0.287
4. O -0.286
5. O -0.086

---

ORCA calculation (the ωB97M-V functional and the def2-TZVPD basis) on 2 unconnected molecules or ions with the total composition C3H3FO3 at a distorted geometry.

```
! RIJCOSX wB97M-V def2-TZVPD def2/J DEFGRID3
* xyz 0 3
C 2.58 -0.72 -0.31
C 1.28 1.33 -0.36
C 1.94 0.21 -1.00
O 3.09 -1.55 0.31
O 0.63 2.19 -0.90
O -0.34 -0.40 0.88
F 1.56 1.44 0.98
H -1.27 -0.50 0.61
H -0.16 -0.79 1.68
H 1.59 0.02 -2.10
*
```

As for the energy above the lowest of the compared OMol25 structures with the same formula, charge and spin: 0.289 eV. The strongest force on any atom is 0.0749 Eh/bohr. As for the LUMO energy (spin up / spin down): 0.5 / -3.2 eV. The highest occupied orbital energy (spin up / spin down) comes out at -6.2890 / -11.7801 eV.

These are the Mulliken partial charges, in e, on atoms 1 to 5:
1. C 0.510
2. C 0.649
3. C -0.385
4. O -0.356
5. O -0.478

---

ORCA calculation (the ωB97M-V functional and the def2-TZVPD basis) on C3H3FS in the gas phase at a distorted geometry.

```
! RIJCOSX wB97M-V def2-TZVPD def2/J DEFGRID3
* xyz 0 1
F -2.22 -0.56 -0.01
C -0.91 -0.66 -0.04
C -0.34 0.43 -0.15
C 1.07 0.48 -0.03
S 2.10 -0.68 -0.05
H -0.42 -1.75 0.04
H -0.98 1.27 -0.12
H 1.70 1.47 0.35
*
```

As for the energy above the lowest of the compared OMol25 structures with the same formula, charge and spin: 1.357 eV. The strongest force on any atom is 0.1661 Eh/bohr. As for the LUMO energy: -0.4 eV. The highest occupied orbital energy comes out at -8.6283 eV. The structure (SMILES) is F/C=C/C=S.

These are the Mulliken partial charges, in e, on atoms 1 to 5:
1. F -0.230
2. C -0.043
3. C -0.080
4. C -0.166
5. S -0.291